1.
This record from OMol25 describes a single C21H21N5O2S molecule in a non-equilibrium geometry. The level of theory is the ωB97M-V functional and the def2-TZVPD basis.

Element x y z (Å)
1 N -1.6687 1.9744 -1.7153
2 C -1.0264 1.4438 -0.7259
3 H 2.7276 -2.2728 -1.6016
4 H 0.5532 -0.7650 4.0312
5 H -2.2558 1.8222 -6.1869
6 C -0.0938 -0.0451 -4.3856
7 C -0.3693 0.4513 -3.1058
8 N 0.5147 0.1159 0.3306
9 C -0.8976 0.5308 4.9659
10 C 1.3373 -3.4401 -2.7776
11 H 2.0416 -3.6654 -3.5639
12 H 0.6552 -0.8161 -4.4790
13 N -1.1748 1.7071 0.6200
14 C -0.0247 2.9653 2.0734
15 H -0.5543 0.0643 -6.4614
16 H -1.8862 -4.0059 -1.9106
17 C -0.7691 0.4475 -5.4748
18 H 2.5060 0.8787 4.8063
19 S 1.2813 -1.3687 0.6650
20 C -0.4862 -2.8695 -0.7585
21 H -0.2728 -4.5009 -3.7044
22 C 1.6667 1.3124 2.9045
23 C 0.0356 -3.9114 -2.8538
24 H -1.1666 -2.6387 0.0466
25 H -0.9470 1.2414 5.7895
26 C -0.9981 3.0122 1.1608
27 C -0.0173 0.4277 -0.8915
28 C -1.7353 1.4456 -5.3188
29 C -0.2838 0.8162 1.3546
30 C 0.5274 0.0132 4.7958
31 H -1.2456 1.0304 4.0661
32 C -1.3541 1.4599 -2.9449
33 H 2.0253 0.3845 2.4542
34 H -2.7712 2.7131 -3.9303
35 H -1.5722 3.8225 0.7685
36 C -2.0260 1.9466 -4.0744
37 H -0.8373 0.0357 1.9106
38 N 0.3313 -0.0537 -2.0394
39 C 1.7310 -2.6717 -1.6953
40 C 0.8090 -2.3963 -0.7068
41 C 1.5154 1.1219 4.4183
42 H 1.1990 2.0631 4.8735
43 N 0.4310 1.6720 2.2552
44 H -1.5734 -0.2923 5.1862
45 H 0.3746 3.7596 2.6716
46 C -0.8752 -3.6331 -1.8466
47 H 2.4131 2.0922 2.7112
48 H 0.8425 -0.4398 5.7383
49 O 0.6703 -1.8316 1.8784
50 O 2.6941 -1.1538 0.6769

Its SMILES is CCCCN1C=CN2c3nc4ccccc4nc3N(S(=O)(=O)c3ccccc3)[C@@H]12. The calculation puts the orbital gap at 0.281 Eh.

=====

2.
This record from OMol25 describes C21H21N5O2S2Te4W as an isolated structure in a non-equilibrium geometry. The level of theory is the ωB97M-V functional and the def2-TZVPD basis.

Element x y z (Å)
1 C -2.1686 -1.5979 4.1784
2 N 3.4282 2.3023 0.3658
3 C 0.4300 -1.5517 0.3812
4 N 5.6142 1.3079 0.2535
5 C -2.8528 -2.8982 2.2076
6 C -1.2698 2.3327 -0.9248
7 H -0.5594 1.3972 -4.7240
8 H 0.4718 -1.3646 -0.7159
9 N -0.6461 2.4081 1.4140
10 H 3.0014 -2.7444 0.5686
11 C 2.9392 -1.6863 0.4696
12 Te 3.8385 -4.1666 -6.7539
13 H 1.6681 -1.4919 2.1224
14 H -2.6147 -3.7890 2.7608
15 C 6.5106 1.6384 -0.6585
16 Te 4.8252 -4.7442 -9.4549
17 H -2.8043 3.3643 1.9152
18 C -2.6344 -1.6765 2.8956
19 H 1.2656 1.8026 -3.0781
20 H 0.4290 -2.6661 0.5867
21 C 0.0391 2.3742 -1.4682
22 H -2.8639 0.3851 2.6275
23 H -3.6588 2.2361 0.7572
24 N -1.0696 2.6379 2.7657
25 Te 5.5780 -5.4246 -5.3239
26 H -3.8851 -1.9199 -0.8818
27 H 3.2332 -1.3900 -0.5225
28 Te 4.5660 -7.9328 -5.6965
29 O 1.1511 2.8127 -0.7993
30 C 1.6475 -1.1107 1.0949
31 W 1.4954 2.0456 1.0327
32 C -3.5977 -1.8004 0.1854
33 S 1.6575 2.5734 3.3058
34 H 3.7816 -1.3294 1.1070
35 C -0.7796 1.7555 -3.6983
36 C -2.9174 -0.5371 2.1196
37 H -3.3042 2.3121 -1.5333
38 N 7.2691 2.0805 -1.4414
39 H -1.7769 -2.4788 4.7242
40 C -3.4133 -0.5965 0.8667
41 C 0.2667 1.9236 -2.7744
42 H -2.9874 1.9950 -3.9484
43 C 4.5053 1.8965 0.1556
44 H -3.7339 0.2403 0.2640
45 H -3.4169 -3.9557 0.4972
46 C -0.0653 2.6898 3.6366
47 C -1.5564 2.6106 0.5118
48 C -2.0930 2.0490 -3.3065
49 O 1.7490 0.2662 1.1295
50 H -3.3012 3.8930 0.2584
51 C -3.2854 -2.9696 0.8792
52 C -2.9783 3.0826 0.8951
53 C -2.2909 2.2875 -1.9397
54 S -0.4028 2.9540 5.2369
55 H -0.4888 -1.1747 0.8104
56 H -1.9445 -0.6573 4.6638

As for the spin multiplicity: 3. As for the expectation value of S²: 2.054. The charge is -2. The calculation puts the orbital gap (alpha / beta) at 0.188 / 0.156 Eh.

=====

3.
This record from OMol25 describes a single C21H21N5O4S2 molecule in a non-equilibrium geometry. The level of theory is the ωB97M-V functional and the def2-TZVPD basis.

Element x y z (Å)
1 C -1.6589 -3.7637 -0.9356
2 C -1.0094 1.3890 -2.3305
3 H 4.2910 2.9960 -0.2785
4 C 1.1506 0.7158 -1.3100
5 C -2.5976 2.6148 -0.2174
6 H 1.8827 -2.5613 -1.0297
7 O -1.5282 0.2995 -2.4333
8 H -3.6507 -1.2356 0.1389
9 H 3.0327 -3.4359 0.8731
10 O 4.0530 -1.6958 0.3985
11 N -1.9572 1.9952 0.8202
12 H 0.5245 2.5933 -1.7495
13 C -2.8797 1.0908 1.2554
14 C -2.7447 -2.9019 -0.8634
15 H -2.7519 2.4408 -3.0415
16 H 0.2467 -4.3084 -0.0975
17 C 1.9957 -1.4993 -0.8957
18 N -3.7969 2.1328 -0.3740
19 N -1.6116 -0.8405 1.9918
20 H -0.6607 2.2970 2.4171
21 C -1.7439 -1.7713 0.9733
22 C -2.8067 -1.9042 0.0929
23 H 4.8126 -3.4627 0.9418
24 C 3.0661 -0.9713 -0.1893
25 H -1.2035 3.2219 -3.4925
26 H 0.0335 1.4212 1.0430
27 H -1.6375 -4.5386 -1.6860
28 C 1.0433 -0.6557 -1.4459
29 N -3.9703 1.1789 0.5409
30 N 0.2299 1.6285 -1.8439
31 H -3.5575 -3.0060 -1.5642
32 H 0.2041 -1.0679 -1.9810
33 C -0.6451 -2.6297 0.8866
34 H -0.2631 3.1693 0.9140
35 O 2.2622 2.6257 -0.5035
36 C 3.9517 -3.1000 0.3828
37 H 3.9906 -3.4944 -0.6377
38 C -1.7378 2.6719 -2.7188
39 H 3.1489 4.3011 0.1295
40 C -2.6478 0.1106 2.3467
41 C 3.3301 3.2290 0.1889
42 S -1.8316 3.7838 -1.2679
43 O -0.1321 -0.1339 3.5882
44 C -0.4483 -0.8809 2.6975
45 H 4.0250 0.7866 0.5116
46 C 2.2411 1.2582 -0.5983
47 H 3.3490 2.9203 1.2380
48 C 3.1820 0.4151 -0.0459
49 S 0.5622 -2.2196 2.0910
50 H -3.5864 -0.4174 2.5372
51 H -2.3147 0.6135 3.2611
52 C -0.5975 -3.6386 -0.0567
53 C -0.6377 2.2343 1.3286

Its SMILES is COc1ccc(NC(=O)CSc2nnc(Cn3c(=O)sc4ccccc43)n2C)c(OC)c1. The calculation puts the orbital gap at 0.309 Eh.

=====

4.
This record from OMol25 describes C21H21NO3S2Sn as an isolated structure. The level of theory is the ωB97M-V functional and the def2-TZVPD basis.

Element x y z (Å)
1 C -1.2192 0.7175 -2.8574
2 H 0.5336 1.0850 3.7376
3 O -0.7531 5.6137 0.4988
4 Sn 0.0924 -1.9294 0.5466
5 C -2.5020 -0.4645 -1.0969
6 C -3.5985 -0.8358 -1.8715
7 H -0.4361 3.3291 3.6994
8 C 0.1228 3.7267 1.6477
9 C 0.0084 -0.6628 -1.2737
10 H 4.6740 -3.6861 1.7433
11 H -1.8051 0.0180 2.0789
12 H 3.1673 -2.8304 2.1413
13 H 5.2918 -4.4431 -0.6903
14 C -1.2010 -0.1220 -1.7420
15 H -0.0783 1.6679 -4.4020
16 H 3.6811 -5.2423 -0.7584
17 C 3.6229 -3.5671 1.4821
18 H -1.0615 0.7376 0.7871
19 H 0.7702 3.7858 -0.3844
20 C 1.2165 1.1413 1.7079
21 C 0.7362 3.1907 0.5187
22 C -3.8797 -0.7696 0.8711
23 N -1.5508 -0.0937 1.1060
24 C -4.8146 -1.1738 -1.2982
25 H -0.2550 5.2882 3.4349
26 O -0.6524 5.7711 2.7006
27 H -5.6460 -1.4665 -1.9256
28 H 1.7783 1.5238 -0.3246
29 H -2.1580 1.1519 -3.1814
30 C 0.0643 2.9617 2.8097
31 H -5.8956 -1.4094 0.5424
32 C -0.0524 1.0086 -3.5437
33 H 3.0898 -4.5157 1.5385
34 H -3.4792 -0.8785 -2.9470
35 C 1.1442 0.4484 -3.1201
36 H -3.9827 -0.7338 1.9499
37 C -0.4610 5.0984 1.5399
38 C 0.5982 1.6835 2.8377
39 C 1.2932 1.9248 0.5523
40 S 3.5115 -2.9380 -0.1928
41 S 1.8520 -0.5057 1.7658
42 H 4.2080 -4.1610 -2.0775
43 C 4.2536 -4.3499 -1.0071
44 C 1.1629 -0.3728 -2.0010
45 H 2.1092 -0.7895 -1.6754
46 O 2.0574 -3.0210 -0.5827
47 H 2.0630 0.6608 -3.6540
48 C -2.6672 -0.4276 0.2898
49 C -4.9538 -1.1446 0.0800

The calculation puts the orbital gap at 0.286 Eh.

=====

> What is the formula in the third record?

C21H21N5O4S2